1.
The following is a DFT calculation (ωB97M-V with the def2-TZVPD basis set) of C2H2N2 as an isolated structure.

XYZ file:
```
6
Properties=species:S:1:pos:R:3
C 1.0509 1.0599 -0.5022
C 0.3216 0.1766 0.0040
N 1.2766 1.6463 -3.3788
N 1.1197 1.0622 -2.4401
H 0.0314 -0.1088 0.9882
H -0.1355 -0.6663 -0.5822
```

Calculated values
E = -5079.9940 eV
LUMO (alpha / beta) = 1.170 / -2.055 eV
Multiplicity = 3
<S²> = 2.03
Frontier orbital gap (alpha / beta) = 0.3062 / 0.3180 Ha

2.
The following is a DFT calculation (ωB97M-V with the def2-TZVPD basis set) of a 3-piece molecular cluster, C5H7F5O4 overall.

XYZ file:
```
21
Properties=species:S:1:pos:R:3
O -2.4213 2.1029 -0.1514
C -3.0346 1.1088 -0.4649
F -3.3603 0.7071 -1.6356
C -3.9853 0.4628 0.5334
F -5.3006 0.8294 0.3451
F -3.6600 0.8248 1.8074
F -4.0266 -0.9144 0.3884
O -1.6557 -0.3088 -0.2230
C -0.4614 -0.1756 0.1015
C 0.4719 1.0783 -0.0075
O 1.4385 1.1621 1.0210
C 0.2430 -1.2157 0.8160
O -0.1015 -2.5344 0.6502
H 1.0418 0.9709 -0.9709
H -0.0475 1.9959 -0.1079
H 0.9444 1.2644 1.7964
H 0.1061 -0.7944 1.7343
H 1.3373 -1.1941 0.5958
H -1.0879 -2.5881 0.5171
F -1.2020 -1.0561 -2.7436
H -1.9236 -0.8180 -2.1571
```

Calculated values
E = -27074.1308 eV
LUMO = -0.313 eV
Frontier orbital gap = 0.3807 Ha
SMILES = O=C(F)C(F)(F)F.O=C(CO)CO.F

3.
The following is a DFT calculation (ωB97M-V with the def2-TZVPD basis set) of C23H26ClIrN2O3PS3 as an isolated structure.

XYZ file:
```
60
Properties=species:S:1:pos:R:3
Ir -1.9192 0.4786 0.5045
Cl -0.1216 1.2074 2.4306
C 1.0828 -0.0461 2.4958
C 2.0579 0.0444 3.4794
C 3.0628 -0.9052 3.5418
C 3.0869 -1.9484 2.6290
C 2.0832 -2.0657 1.6851
C 1.0680 -1.1119 1.5924
P -0.3060 -1.3762 0.4057
C -0.5926 -3.1552 0.6618
C -0.0822 -4.1003 -0.2280
C -0.1543 -5.4465 0.0825
C -0.7468 -5.8610 1.2637
C -1.2853 -4.9232 2.1303
C -1.2111 -3.5746 1.8361
C 0.3166 -1.3514 -1.3044
C 1.6478 -1.3445 -1.6987
C 1.9527 -1.3948 -3.0494
C 0.9420 -1.4405 -3.9969
C -0.3879 -1.4339 -3.6046
C -0.6993 -1.3860 -2.2613
H 2.0247 0.8499 4.1969
H 3.8249 -0.8297 4.3037
H 3.8731 -2.6861 2.6670
H 2.0641 -2.9132 1.0139
H 0.3754 -3.7936 -1.1569
H 0.2596 -6.1715 -0.6006
H -0.7913 -6.9113 1.5016
H -1.7630 -5.2465 3.0400
H -1.6429 -2.8401 2.5001
H 2.4365 -1.3090 -0.9618
H 2.9851 -1.4086 -3.3631
H 1.1897 -1.4911 -5.0452
H -1.1817 -1.4778 -4.3338
H -1.7336 -1.3726 -1.9450
O -2.6760 -0.8145 2.4132
S -3.8804 -0.0753 2.0115
O -5.0877 -0.3464 2.7031
O -3.5254 1.3472 1.8216
S -4.0190 -0.7055 0.0095
C -0.8056 5.6290 -0.3762
N -1.1950 4.4451 -1.1216
C -2.5395 4.5261 -1.6561
C -0.5278 3.2902 -1.0877
S -1.4099 1.8380 -1.5047
N 0.7879 3.2210 -0.8512
C 1.4520 1.9656 -0.5860
C 1.7192 4.3010 -1.1240
H -1.6797 5.9981 0.1645
H -0.4595 6.4274 -1.0375
H -0.0343 5.3969 0.3516
H -2.6966 5.5263 -2.0554
H -3.2794 4.3369 -0.8769
H -2.6815 3.8037 -2.4543
H 0.7335 1.2091 -0.2672
H 2.1806 2.1208 0.2107
H 1.9698 1.6004 -1.4754
H 1.2748 5.0436 -1.7806
H 2.5857 3.8825 -1.6374
H 2.0787 4.7688 -0.2056
```

Calculated values
E = -90545.1551 eV
LUMO = -4.358 eV
Frontier orbital gap = 0.2573 Ha
Total charge = +1

4.
The following is a DFT calculation (ωB97M-V with the def2-TZVPD basis set) of C13H20N8O8W as an isolated structure.

XYZ file:
```
50
Properties=species:S:1:pos:R:3
W -0.6941 -0.3136 0.2456
O 0.5925 -0.6659 1.8553
C 0.6547 -0.2556 3.3108
C 0.4146 1.2155 3.5595
N -0.9786 1.7065 3.5365
C -1.2186 2.8382 2.6296
C -1.4939 2.3899 1.2149
O -2.3760 2.7143 0.4989
O -0.5282 1.4833 0.7125
C -1.5897 1.8645 4.8423
C -2.7074 0.8934 5.0140
O -3.5505 0.1773 5.0787
O -2.1454 -0.6032 1.0289
H 1.1166 -1.4816 1.7572
H 1.6818 -0.4836 3.5926
H -0.0281 -0.9217 3.8363
H 1.0112 1.8045 2.8622
H 0.8630 1.3979 4.5434
H -0.3707 3.5342 2.5981
H -2.0925 3.4123 2.9335
H -2.0600 2.8426 5.0171
H -0.9123 1.7061 5.6915
N -1.7689 0.7041 -1.5329
N -2.4264 -0.1664 -2.4394
C -2.1347 -1.4713 -2.3459
N -2.5929 -2.3973 -3.1300
N -1.2713 -1.6568 -1.2991
N -0.8737 -2.8169 -0.7578
O -1.0575 -3.9030 -1.1392
O -0.2179 -2.4662 0.3009
H -2.4485 1.3647 -1.1284
H -1.0799 1.2647 -2.0461
H -2.9644 0.2393 -3.1997
H -3.2230 -2.1861 -3.8999
H -2.3196 -3.3702 -3.0257
N 3.6041 -1.9505 -4.8080
C 2.5090 -1.7935 -4.0722
O 1.4363 -2.3425 -4.2709
C 2.5651 -0.8304 -2.8849
C 3.5053 0.1421 -2.5754
C 3.2744 0.9671 -1.4718
C 2.1297 0.8101 -0.7277
N 1.1976 -0.1446 -1.0153
C 1.4561 -0.9350 -2.0731
H 3.5646 -2.5775 -5.6008
H 4.4943 -1.5353 -4.5916
H 4.3968 0.2926 -3.1725
H 3.9799 1.7421 -1.2044
H 1.9263 1.4585 0.1134
H 0.7508 -1.6971 -2.3612
```

Calculated values
E = -43887.5134 eV
LUMO = -13.855 eV
Frontier orbital gap = 0.2284 Ha
Total charge = +4

What did we get for energy relative to the best compared isomer or geometry (same formula, charge and spin)? Answer: 28.2 7.6 58.0 0.0 kcal/mol, in the order shown.